w) Molecular formula: C8H30O7
Method: DFT, the ωB97M-V functional and the def2-TZVPD basis

Each atom is followed by the atoms it is bonded to, with distances in Å.
Cartesian coordinates (Å):
1 C 0.151 2.122 2.475  C2 1.496, H4 1.089, H5 1.082, H6 1.112
2 C -1.057 1.592 3.179  C1 1.496, O3 1.456, H7 1.101, H8 1.106
3 O -1.841 2.729 3.640  C2 1.456, H9 0.967
4 H -0.191 2.640 1.580  C1 1.089
5 H 0.846 1.335 2.216  C1 1.082
6 H 0.651 2.884 3.113  C1 1.112
7 H -0.810 0.895 3.995  C2 1.101
8 H -1.725 0.946 2.579  C2 1.106
9 H -2.667 2.371 3.993  O3 0.967
10 C 2.852 -1.354 2.223  C11 1.532, H13 1.101, H14 1.089, H15 1.067
11 C 2.312 -0.952 0.846  C10 1.532, O12 1.433, H16 1.092, H17 1.087
12 O 0.903 -0.687 0.824  C11 1.433, H18 0.966
13 H 2.380 -2.284 2.574  C10 1.101
14 H 2.611 -0.667 3.032  C10 1.089
15 H 3.908 -1.494 2.160  C10 1.067
16 H 2.565 -1.701 0.093  C11 1.092
17 H 2.704 0.046 0.674  C11 1.087
18 H 0.419 -1.476 1.101  O12 0.966
19 C -2.632 -1.922 0.308  C20 1.518, H22 1.081, H23 1.096, H24 1.072
20 C -1.691 -3.093 0.083  C19 1.518, O21 1.447, H25 1.096, H26 1.088
21 O -0.742 -3.032 1.174  C20 1.447, H27 0.967
22 H -3.240 -2.073 1.189  C19 1.081
23 H -3.210 -1.797 -0.614  C19 1.096
24 H -2.103 -0.993 0.388  C19 1.072
25 H -1.148 -3.059 -0.868  C20 1.096
26 H -2.199 -4.051 0.161  C20 1.088
27 H -0.184 -3.811 1.040  O21 0.967
28 C 2.219 0.792 -3.483  C29 1.469, H31 1.110, H32 1.101, H33 1.109
29 C 1.883 -0.599 -3.152  C28 1.469, O30 1.398, H34 1.124, H35 1.097
30 O 0.521 -0.878 -3.295  C29 1.398, H36 0.956
31 H 1.710 1.448 -2.746  C28 1.110
32 H 2.052 0.980 -4.555  C28 1.101
33 H 3.296 0.902 -3.242  C28 1.109
34 H 2.197 -0.809 -2.093  C29 1.124
35 H 2.430 -1.222 -3.871  C29 1.097
36 H 0.134 -0.255 -2.680  O30 0.956
37 O -0.502 3.703 -2.651  H38 0.956, H39 0.964
38 H -0.847 2.869 -2.338  O37 0.956
39 H 0.268 3.479 -3.187  O37 0.964
40 O -3.308 1.190 -0.913  H41 0.972, H42 0.978
41 H -3.746 2.040 -0.737  O40 0.972
42 H -3.697 0.903 -1.763  O40 0.978
43 O -0.365 0.916 -1.178  H44 0.973, H45 0.984
44 H -1.274 0.897 -0.830  O43 0.973
45 H 0.164 0.529 -0.444  O43 0.984

Computed properties:
highest occupied orbital energy = -0.35811 hartree
Kohn-Sham gap = 0.3703 hartree
structure (SMILES) = CCO.CCO.CCO.CCO.O.O.O
spin multiplicity = 1

---

x) Molecular formula: C8H30O7
Method: DFT, the ωB97M-V functional and the def2-TZVPD basis

Each atom is followed by the atoms it is bonded to, with distances in Å.
Cartesian coordinates (Å):
1 C -2.306 -3.182 -1.790  C2 1.508, H4 1.091, H5 1.097, H6 1.090
2 C -2.223 -4.590 -2.324  C1 1.508, O3 1.437, H7 1.093, H8 1.098
3 O -3.560 -5.112 -2.396  C2 1.437, H9 0.966
4 H -2.677 -2.477 -2.536  C1 1.091
5 H -1.321 -2.769 -1.538  C1 1.097
6 H -2.906 -3.091 -0.884  C1 1.090
7 H -1.604 -5.266 -1.730  C2 1.093
8 H -1.760 -4.507 -3.317  C2 1.098
9 H -3.479 -5.950 -2.871  O3 0.966
10 C 4.497 0.952 1.570  O11 1.422, H12 1.096, H13 1.091, H14 1.090
11 O 3.308 0.351 2.064  C10 1.422, H15 0.974
12 H 4.479 2.043 1.674  C10 1.096
13 H 5.301 0.637 2.237  C10 1.091
14 H 4.687 0.643 0.542  C10 1.090
15 H 2.586 0.656 1.486  O11 0.974
16 C 1.636 1.930 -3.469  O17 1.414, H18 1.083, H19 1.097, H20 1.098
17 O 2.123 1.990 -4.795  C16 1.414, H21 0.956
18 H 0.807 2.609 -3.315  C16 1.083
19 H 1.313 0.918 -3.194  C16 1.097
20 H 2.474 2.133 -2.790  C16 1.098
21 H 2.660 1.235 -5.027  O17 0.956
22 C -1.351 -2.311 2.247  O23 1.434, H24 1.085, H25 1.098, H26 1.095
23 O -1.300 -3.685 2.657  C22 1.434, H27 0.960
24 H -1.520 -2.138 1.190  C22 1.085
25 H -2.149 -1.827 2.824  C22 1.098
26 H -0.409 -1.847 2.557  C22 1.095
27 H -1.099 -3.657 3.595  O23 0.960
28 C 2.075 3.788 0.344  O29 1.435, H30 1.090, H31 1.095, H32 1.088
29 O 1.106 3.653 -0.706  C28 1.435, H33 0.959
30 H 3.072 3.480 0.030  C28 1.090
31 H 2.073 4.848 0.618  C28 1.095
32 H 1.816 3.281 1.271  C28 1.088
33 H 1.282 4.340 -1.352  O29 0.959
34 C -3.162 1.851 2.613  O35 1.402, H36 1.087, H37 1.094, H38 1.104
35 O -4.551 1.686 2.509  C34 1.402, H39 0.960
36 H -2.768 2.745 2.137  C34 1.087
37 H -2.772 1.750 3.629  C34 1.094
38 H -2.603 1.059 2.083  C34 1.104
39 H -4.789 0.913 3.026  O35 0.960
40 C 0.272 0.243 0.345  O41 1.426, H42 1.096, H43 1.095, H44 1.088
41 O 1.518 0.742 -0.137  C40 1.426, H45 0.967
42 H -0.272 1.023 0.892  C40 1.096
43 H -0.419 -0.123 -0.421  C40 1.095
44 H 0.560 -0.563 1.018  C40 1.088
45 H 1.354 1.594 -0.564  O41 0.967

Computed properties:
highest occupied orbital energy = -0.36857 hartree
Kohn-Sham gap = 0.3845 hartree
structure (SMILES) = CCO.CO.CO.CO.CO.CO.CO
spin multiplicity = 1

---

w) (269.0 kJ/mol below the next structure)

---

w) Molecular formula: C2H9NO4
Method: DFT, the ωB97M-V functional and the def2-TZVPD basis

Each atom is followed by the atoms it is bonded to, with distances in Å.
Cartesian coordinates (Å):
1 N -0.115 0.525 -2.337  C2 1.498, H6 0.979, H7 1.111
2 C -1.020 0.057 -1.238  N1 1.498, C3 1.546, H8 1.117, H9 1.051
3 C -0.173 -0.688 -0.180  C2 1.546, O4 1.206, O5 1.388
4 O -0.602 -1.207 0.820  C3 1.206
5 O 1.192 -0.556 -0.396  C3 1.388, H10 1.018
6 H 0.171 -0.196 -2.935  N1 0.979
7 H -0.554 1.237 -3.067  N1 1.111
8 H -1.597 -0.800 -1.663  C2 1.117
9 H -1.704 0.790 -0.923  C2 1.051
10 H 1.356 0.283 -0.951  O5 1.018
11 O -2.188 1.450 1.736  H12 0.970, H13 0.923
12 H -2.247 1.082 2.631  O11 0.970
13 H -1.450 1.260 1.214  O11 0.923
14 O 2.855 -1.242 2.120  H15 0.894, H16 0.912
15 H 3.598 -0.756 2.219  O14 0.894
16 H 2.476 -1.239 2.950  O14 0.912

Computed properties:
highest occupied orbital energy = -0.36918 hartree
Kohn-Sham gap = 0.3920 hartree
structure (SMILES) = NCC(=O)O.O.O
spin multiplicity = 1

---

x) Molecular formula: C2H9NO4
Method: DFT, the ωB97M-V functional and the def2-TZVPD basis

Each atom is followed by the atoms it is bonded to, with distances in Å.
Cartesian coordinates (Å):
1 O 0.572 0.298 -1.771  C2 1.223
2 C 0.511 -0.898 -2.021  O1 1.223, N3 1.342, H6 1.105
3 N 0.140 -1.854 -1.155  C2 1.342, C4 1.470, H7 1.007
4 C 0.034 -1.759 0.308  N3 1.470, O5 1.401, H8 1.084, H9 1.091
5 O -0.111 -0.428 0.721  C4 1.401, H10 0.963
6 H 0.610 -1.239 -3.067  C2 1.105
7 H 0.042 -2.777 -1.545  N3 1.007
8 H 0.893 -2.268 0.731  C4 1.084
9 H -0.864 -2.278 0.643  C4 1.091
10 H 0.215 0.120 -0.001  O5 0.963
11 O -2.089 1.350 -1.062  H12 0.953, H13 0.941
12 H -1.869 1.384 -0.135  O11 0.953
13 H -1.383 0.887 -1.477  O11 0.941
14 O 1.442 3.287 3.316  H15 0.974, H16 0.937
15 H 1.181 2.351 3.253  O14 0.974
16 H 0.677 3.825 3.262  O14 0.937

Computed properties:
highest occupied orbital energy = -0.38510 hartree
Kohn-Sham gap = 0.3990 hartree
structure (SMILES) = O=CNCO.O.O
spin multiplicity = 1

---

x) (66.7 kJ/mol below the next structure)

---

w) Molecular formula: C2H9NO4
Method: DFT, the ωB97M-V functional and the def2-TZVPD basis

Each atom is followed by the atoms it is bonded to, with distances in Å.
Cartesian coordinates (Å):
1 O -0.717 -1.162 1.015  C2 1.239
2 C 0.289 -1.462 0.358  O1 1.239, N3 1.362, H6 1.095
3 N 1.332 -0.593 0.247  C2 1.362, C4 1.454, H7 1.010
4 C 1.363 0.710 0.890  N3 1.454, O5 1.409, H8 1.085, H9 1.088
5 O 1.129 1.751 -0.030  C4 1.409, H10 0.969
6 H 0.480 -2.540 0.304  C2 1.095
7 H 2.095 -0.908 -0.335  N3 1.010
8 H 0.694 0.691 1.744  C4 1.085
9 H 2.381 0.888 1.231  C4 1.088
10 H 0.179 1.944 -0.049  O5 0.969
11 O -1.092 -0.859 -2.130  H12 0.960, H13 0.989
12 H -1.851 -0.485 -2.583  O11 0.960
13 H -0.607 0.001 -2.092  O11 0.989
14 O -1.724 1.182 0.098  H15 0.989, H16 0.970
15 H -1.267 0.384 0.460  O14 0.989
16 H -2.559 1.146 0.591  O14 0.970

Computed properties:
highest occupied orbital energy = -0.37795 hartree
Kohn-Sham gap = 0.4055 hartree
structure (SMILES) = O=CNCO.O.O
spin multiplicity = 1

---

x) Molecular formula: C2H9NO4
Method: DFT, the ωB97M-V functional and the def2-TZVPD basis

Each atom is followed by the atoms it is bonded to, with distances in Å.
Cartesian coordinates (Å):
1 C 0.624 2.110 0.040  N2 1.440, H6 1.079, H7 1.085, H8 1.151
2 N -0.359 1.130 0.422  C1 1.440, C3 1.451, H9 1.077
3 C -0.512 -0.010 -0.462  N2 1.451, O4 1.247, O5 1.397
4 O -0.329 -1.203 -0.151  C3 1.247
5 O -0.915 0.276 -1.769  C3 1.397, H10 0.997
6 H 0.887 2.065 -1.006  C1 1.079
7 H 0.332 3.121 0.307  C1 1.085
8 H 1.519 2.083 0.764  C1 1.151
9 H -0.501 0.950 1.474  N2 1.077
10 H -1.508 1.075 -1.707  O5 0.997
11 O -0.613 -0.537 2.812  H12 1.044, H13 1.035
12 H -1.261 -1.306 2.532  O11 1.044
13 H 0.171 -1.201 2.690  O11 1.035
14 O 1.042 -2.848 -2.292  H15 0.914, H16 0.883
15 H 1.254 -2.985 -1.414  O14 0.914
16 H 0.169 -2.720 -2.241  O14 0.883

Computed properties:
highest occupied orbital energy = -0.35163 hartree
Kohn-Sham gap = 0.3673 hartree
structure (SMILES) = CNC(=O)O.O.O
spin multiplicity = 1

---

w) (73.4 kJ/mol below the next structure)